A cluster of 15 separate species, C64H108N4O11 in total. Source: OMol25; level of theory: ωB97M-V/def2-TZVPD.

## Properties
Orbital gap (eV): 10.025
E_tot (eV): -96595.2818

XYZ file:
```
187
Properties=species:S:1:pos:R:3:forces:R:3
C -6.95278 0.09716 -2.11321 -0.35 -0.56 0.82
C -5.91210 1.10800 -2.47079 1.35 1.10 0.49
C -6.60639 2.04493 -3.47720 0.06 -1.25 0.70
O -7.37603 1.10454 -4.21924 -0.72 -0.67 -0.49
C -7.79442 0.00609 -3.37262 -0.20 0.50 0.74
H -7.46308 0.36548 -1.18817 -0.47 0.46 -0.25
H -6.58453 -0.89773 -1.86286 0.49 0.03 -0.18
H -5.03144 0.62285 -2.89170 0.04 0.09 -0.33
H -5.57427 1.62741 -1.57403 0.08 0.15 -0.04
H -5.99474 2.64659 -4.14951 0.24 -0.54 -0.12
H -7.20862 2.77596 -2.93774 -0.52 -0.04 0.14
H -7.61806 -1.00884 -3.72890 0.08 0.40 -1.23
H -8.85541 0.06821 -3.13067 -0.15 0.25 -0.25
C 5.10639 -2.96531 3.19365 0.12 0.35 -0.46
C 4.04946 -3.99057 2.72597 1.23 -0.68 0.20
C 3.51726 -3.41986 1.44510 0.09 1.15 -0.86
O 4.36234 -2.26828 1.09641 -0.37 0.20 0.06
C 5.57823 -2.32654 1.85263 -0.89 -1.52 0.85
H 5.95218 -3.37659 3.74464 -0.16 -0.24 0.04
H 4.62570 -2.22260 3.83037 0.08 0.22 -0.07
H 3.28874 -4.25590 3.46014 0.02 0.30 0.03
H 4.57013 -4.91144 2.46329 0.07 -0.20 0.23
H 2.47422 -3.11430 1.52745 0.01 0.60 0.09
H 3.51471 -4.10684 0.59885 0.40 -0.13 0.09
H 6.13436 -1.39694 1.97377 -0.75 0.41 -0.18
H 6.26813 -2.99754 1.34088 0.18 -0.30 -0.02
C -1.53861 4.17886 0.60051 1.56 0.06 1.18
C -1.28845 3.88086 2.08817 -0.55 -0.08 0.03
C -0.10343 4.74913 2.39038 0.33 0.46 0.08
O 0.65256 4.88036 1.18785 0.18 -0.23 -0.84
C -0.05940 4.25823 0.12237 -1.82 -0.14 0.09
H -1.87034 5.21692 0.62272 -0.58 -0.04 -0.51
H -2.15709 3.51017 0.00182 -0.08 0.09 0.26
H -0.96657 2.86981 2.33769 -0.47 -0.31 -0.37
H -2.10560 4.19580 2.73715 -0.19 -0.36 0.00
H 0.49033 4.26733 3.16717 0.24 0.41 0.04
H -0.38506 5.76142 2.68031 0.01 -0.02 0.36
H 0.29994 3.24400 -0.05177 0.31 0.03 -0.26
H -0.15589 4.83927 -0.79479 1.14 0.12 -0.07
C -3.13666 0.62454 2.73452 -0.33 0.60 -0.43
C -3.51644 -0.45194 1.69927 0.41 -0.09 -0.06
C -4.29801 0.29898 0.64418 0.37 0.80 1.10
O -4.80471 1.45984 1.32501 -1.14 0.53 -1.00
C -4.35799 1.57621 2.65033 0.68 -1.35 0.40
H -2.28332 1.21758 2.40553 0.25 -0.28 -0.07
H -2.92546 0.27919 3.74657 -0.04 -0.16 -0.22
H -4.12853 -1.22366 2.16605 -0.08 -0.07 0.01
H -2.71803 -0.92340 1.12622 0.42 -0.18 0.63
H -5.06022 -0.35010 0.21310 -0.36 0.43 -0.07
H -3.63989 0.69537 -0.12902 0.00 -0.33 -0.31
H -5.12494 1.23000 3.34317 -0.31 0.03 0.12
H -4.11154 2.60713 2.90443 -0.01 0.06 -0.26
C -3.64601 3.56599 -2.77931 -0.23 -0.22 -0.36
C -3.14203 2.97926 -4.11456 -1.31 -0.48 -0.14
C -1.66625 3.22297 -4.05512 0.32 -0.07 -0.18
O -1.46182 4.28019 -3.13025 0.30 0.16 0.05
C -2.73421 4.73039 -2.65658 1.33 0.51 0.72
H -3.47150 2.85169 -1.97469 0.06 -0.03 0.11
H -4.66486 3.93889 -2.67454 -0.21 -0.45 -0.47
H -3.58378 3.46805 -4.98291 -0.11 0.28 0.10
H -3.32770 1.91583 -4.26540 -0.24 -0.07 0.24
H -1.29886 3.47549 -5.04979 0.33 0.16 0.04
H -1.14861 2.32407 -3.72028 0.25 0.15 0.15
H -3.03649 5.61173 -3.22224 -0.29 0.01 -0.19
H -2.58039 5.02823 -1.61941 -0.09 0.19 -0.04
C 4.09241 2.34308 -3.50934 1.32 -1.97 1.15
C 3.78567 3.77662 -3.35186 -0.73 1.30 -0.87
C 2.30668 3.76036 -2.86333 1.23 -0.03 -0.35
O 1.78374 2.57229 -3.45753 -1.64 0.59 0.61
C 2.76715 1.62196 -3.76735 1.17 0.98 -0.16
H 4.51295 1.98755 -2.56868 -0.09 -0.30 0.24
H 4.86176 2.05810 -4.22696 -0.13 0.38 -0.32
H 3.90560 4.16455 -4.36340 -0.55 0.73 -0.02
H 4.46609 4.35258 -2.72465 -0.08 -0.21 0.20
H 1.71053 4.63643 -3.11867 -0.06 -0.21 -0.56
H 2.27195 3.75515 -1.77389 0.06 -0.53 0.31
H 2.67302 1.41222 -4.83283 -0.13 -0.58 0.08
H 2.74577 0.74767 -3.11676 -0.49 -0.30 -0.27
C 0.67405 0.64211 -0.46960 -0.60 1.18 -0.15
C 1.03691 -0.73929 -0.88169 -0.34 -1.89 0.54
C -0.19995 -1.57701 -0.42554 0.98 1.62 -0.28
O -1.25149 -0.67389 -0.75129 -1.55 0.18 -1.15
C -0.86309 0.71625 -0.74775 1.49 -0.67 1.31
H 1.26192 1.32114 -1.08720 -0.31 0.43 0.10
H 0.85608 0.87412 0.57975 0.22 -0.20 0.11
H 1.97689 -1.09976 -0.46383 0.08 0.02 0.01
H 1.09659 -0.78067 -1.96927 0.05 -0.16 -0.10
H -0.22745 -1.73833 0.65211 0.29 -0.09 0.27
H -0.32707 -2.54338 -0.91346 -0.11 0.16 -0.30
H -1.41891 1.17994 0.06720 0.14 0.17 0.23
H -1.05535 1.34290 -1.61864 -0.37 -0.79 -0.67
C 3.98520 2.06195 0.27968 -0.36 0.65 -0.59
C 5.02594 1.13121 0.83902 -0.24 -0.82 -0.10
C 5.42746 1.76196 2.18435 0.10 -0.53 -1.33
O 4.56869 2.85318 2.35187 0.10 1.34 1.06
C 3.44005 2.72577 1.52524 -0.02 -0.37 -0.51
H 3.17824 1.58867 -0.27971 0.23 -0.22 -0.06
H 4.45177 2.79280 -0.38083 -0.10 0.27 0.04
H 5.89049 1.03202 0.18266 -0.11 -0.28 -0.03
H 4.51379 0.17875 0.97551 0.48 -0.30 0.06
H 6.45370 2.10979 2.06625 0.04 0.16 0.62
H 5.33391 1.01711 2.97463 0.08 0.14 0.36
H 2.95454 3.67535 1.30012 0.19 0.16 0.41
H 2.72351 2.06636 2.01498 -0.42 -0.17 0.09
C 0.59702 -6.68800 -0.42724 -0.84 -1.95 -0.51
C 0.16762 -6.81498 -1.92535 -0.27 0.64 1.69
C 0.15877 -5.34687 -2.25825 -0.63 0.04 -1.22
O 1.25439 -4.81561 -1.58471 1.21 1.88 0.58
C 1.57518 -5.55606 -0.41623 0.03 -1.14 -0.77
H 0.99253 -7.64321 -0.08194 0.29 0.08 0.17
H -0.27588 -6.50624 0.19975 -0.10 0.27 -0.07
H -0.81947 -7.26439 -2.03391 0.24 -0.23 -0.16
H 0.96817 -7.30687 -2.47786 -0.27 -0.18 -0.17
H -0.72189 -4.76122 -1.99453 -0.41 -0.57 0.19
H 0.27374 -5.23225 -3.33609 0.33 0.38 -0.08
H 1.50342 -5.08128 0.56231 0.15 0.84 -0.35
H 2.58319 -5.91665 -0.62119 0.26 -0.04 0.59
C 1.58315 -0.67850 4.79596 0.73 -0.85 -0.51
C 1.11079 -0.00504 6.05301 -0.35 1.36 0.59
C -0.43885 0.06672 5.92678 1.48 -1.26 -0.93
O -0.68336 -0.30125 4.53629 -1.05 0.21 0.68
C 0.51151 -0.25406 3.78337 0.53 0.38 1.12
H 1.69458 -1.75490 4.92650 -0.61 -0.23 -0.18
H 2.59187 -0.37966 4.51087 -0.01 0.42 -0.09
H 1.52735 1.00211 6.03810 -0.12 0.28 0.04
H 1.42074 -0.39819 7.02123 0.04 -0.46 -0.23
H -0.83938 1.03627 6.22282 -0.18 0.00 -0.33
H -0.84988 -0.73785 6.53656 -0.42 0.19 0.04
H 0.68283 0.79391 3.53742 0.27 0.29 -0.42
H 0.43707 -0.82572 2.85830 -0.19 -0.25 0.23
C 2.74495 3.83763 4.99761 0.46 -0.08 0.64
C 2.22145 4.12968 6.42541 1.63 -0.47 -0.19
C 1.49073 5.41754 6.26619 -1.31 0.87 -0.84
O 1.67117 5.86970 4.89313 -0.42 0.02 0.47
C 2.83201 5.22183 4.37973 -0.45 0.03 0.31
H 1.99862 3.20867 4.51233 0.13 0.07 -0.47
H 3.71755 3.34581 4.98142 -0.15 -0.22 0.03
H 3.07580 4.35039 7.06531 0.13 -0.41 0.15
H 1.67371 3.29369 6.86038 -0.16 0.18 -0.06
H 1.82693 6.17005 6.97948 0.17 0.20 -0.13
H 0.41644 5.30717 6.41393 -0.11 0.08 -0.08
H 3.67277 5.84016 4.69418 0.58 -0.45 0.21
H 2.86175 5.20268 3.29030 -0.49 0.12 -0.01
N -3.09797 -4.91547 -1.32365 -1.00 0.55 0.56
C -3.91758 -5.26815 -0.29640 0.92 1.03 -0.64
C -4.93073 -4.44812 0.21773 0.29 -0.17 -0.90
C -5.18033 -3.19741 -0.38946 1.35 -0.39 -0.65
C -4.34380 -2.80626 -1.46559 -0.28 -1.89 1.08
C -3.33573 -3.72407 -1.87239 -1.07 1.05 0.08
H -3.60357 -6.21198 0.12430 -0.57 -0.19 0.35
H -5.53582 -4.86355 1.00999 -0.11 0.30 0.17
H -5.95293 -2.53524 -0.02751 -0.17 -0.06 0.04
H -4.50544 -1.89956 -2.02966 0.12 0.14 0.13
H -2.77246 -3.40210 -2.73580 0.51 -0.40 -0.12
N -1.33348 -2.76610 -4.67793 0.53 1.84 -1.11
C -1.02357 -2.80424 -6.01911 -0.28 0.42 1.87
C -0.46945 -1.73066 -6.73642 0.09 -0.10 1.32
C -0.22381 -0.55523 -6.02486 -0.55 0.15 0.96
C -0.53438 -0.45989 -4.64095 0.20 -0.98 -1.34
C -1.09304 -1.57438 -4.03008 -0.16 -1.07 -1.17
H -1.30019 -3.74583 -6.46998 0.25 -0.06 -0.30
H -0.14145 -1.83012 -7.76059 -0.33 -0.02 -0.13
H 0.11528 0.33783 -6.52871 0.36 -0.04 -0.11
H -0.30436 0.41499 -4.05097 -0.08 0.19 -0.14
H -1.41611 -1.48758 -3.00320 0.10 -0.29 0.29
N -0.02881 -4.00197 4.35811 -0.55 0.43 0.93
C -1.14337 -3.32062 4.70887 -0.35 -0.27 -2.32
C -2.17717 -3.06140 3.76286 1.14 -0.13 1.90
C -2.02441 -3.54947 2.49976 -0.85 0.41 -0.60
C -0.86398 -4.17239 2.13505 0.86 -0.71 -0.18
C 0.10823 -4.42170 3.09604 -0.81 0.70 0.13
H -1.29300 -2.91455 5.69837 0.55 -0.25 0.27
H -3.01705 -2.45912 4.07630 -0.19 -0.12 -0.08
H -2.81013 -3.43474 1.76772 -0.05 0.20 -0.14
H -0.73244 -4.45844 1.10196 0.10 -0.24 -0.07
H 1.01363 -4.95420 2.84488 0.18 -0.06 0.06
N 4.60717 -1.02580 -5.34694 0.80 -0.16 2.61
C 5.28196 -1.00564 -4.12983 -0.60 -0.33 -2.01
C 4.81247 -1.57795 -2.96772 -0.44 -0.31 0.31
C 3.57508 -2.21750 -2.97676 -0.93 0.53 -1.10
C 2.80371 -2.10174 -4.14312 0.75 -0.81 0.41
C 3.39052 -1.57145 -5.28033 0.17 1.43 -0.25
H 6.26926 -0.56861 -4.15518 0.04 0.20 -0.04
H 5.36655 -1.52360 -2.04227 0.26 -0.03 -0.03
H 3.12678 -2.73297 -2.14027 0.24 0.06 0.30
H 1.80734 -2.51196 -4.21636 -0.12 -0.03 0.14
H 2.81565 -1.36617 -6.17128 -0.29 -0.59 -0.24
```
Positions in Å, forces in eV/Å.